The following is a DFT calculation (ωB97M-V/def2-TZVPD) of a structure of composition C39H54BN9O2Ru.

The geometry in XYZ format:
```
106
Properties=species:S:1:pos:R:3
Ru 0.02 -0.06 0.05
C 2.08 -2.60 -1.07
C 3.37 -1.81 -0.97
C 4.14 -2.14 0.30
C 3.16 -0.33 -1.15
C 4.15 0.62 -1.43
C 3.50 1.84 -1.54
C 4.29 3.13 -1.59
C 4.67 3.49 -0.14
C 3.72 4.36 -2.28
N 2.17 1.61 -1.39
N 1.98 0.28 -1.10
B 0.91 2.51 -1.67
N 0.33 2.98 -0.30
N -0.05 2.04 0.60
C -0.48 2.65 1.71
C -0.37 4.02 1.52
C 0.15 4.20 0.24
C 0.47 5.50 -0.43
C -0.79 6.36 -0.55
C 1.56 6.24 0.35
C -0.97 1.89 2.90
C -2.40 2.30 3.26
C -0.03 2.07 4.09
N -0.16 1.71 -2.49
N -0.60 0.46 -2.09
C -1.38 -0.03 -3.04
C -1.48 0.91 -4.07
C -0.70 1.98 -3.70
C -0.51 3.21 -4.55
C -0.92 4.51 -3.87
C 0.88 3.27 -5.19
C -2.03 -1.39 -3.03
C -1.50 -2.33 -1.96
C -3.55 -1.27 -2.95
H 2.28 -3.67 -0.95
H 1.59 -2.45 -2.03
H 1.37 -2.34 -0.27
H 4.00 -2.10 -1.82
H 3.56 -1.92 1.19
H 5.08 -1.59 0.37
H 4.38 -3.21 0.32
H 5.20 0.44 -1.53
H 5.20 2.86 -2.12
H 3.77 3.75 0.43
H 5.34 4.35 -0.13
H 5.16 2.66 0.36
H 2.87 4.77 -1.75
H 3.44 4.17 -3.32
H 4.49 5.13 -2.29
H 1.22 3.44 -2.31
H -0.63 4.80 2.22
H 0.84 5.28 -1.43
H -1.18 6.62 0.44
H -1.58 5.85 -1.10
H -0.56 7.30 -1.07
H 1.22 6.50 1.35
H 1.84 7.16 -0.17
H 2.46 5.63 0.45
H -0.98 0.83 2.62
H -2.44 3.34 3.59
H -2.77 1.68 4.08
H -3.08 2.19 2.42
H 0.00 3.12 4.40
H 0.99 1.77 3.84
H -0.37 1.48 4.94
H -2.04 0.81 -4.99
H -1.22 3.05 -5.37
H -0.22 4.79 -3.09
H -1.91 4.43 -3.43
H -0.94 5.32 -4.61
H 1.65 3.36 -4.44
H 0.95 4.12 -5.86
H 1.08 2.36 -5.77
H -1.78 -1.83 -4.00
H -1.70 -1.95 -0.96
H -0.43 -2.50 -2.06
H -1.99 -3.30 -2.03
H -3.85 -0.89 -1.97
H -4.02 -2.24 -3.09
H -3.94 -0.59 -3.71
O -2.72 -2.61 2.19
C -2.18 -1.71 1.59
N -0.81 -1.46 1.50
C 0.03 -2.08 2.41
O -0.16 -3.08 3.06
C 1.33 -1.31 2.61
C 2.19 -1.63 3.65
C 3.30 -0.83 3.84
C 3.53 0.24 2.98
C 2.65 0.47 1.94
N 1.57 -0.29 1.78
C -3.01 -0.64 0.92
C -4.39 -0.65 1.02
C -5.09 0.38 0.43
C -4.40 1.38 -0.25
C -3.02 1.31 -0.31
N -2.35 0.32 0.27
H 1.95 -2.47 4.28
H 3.99 -1.03 4.65
H 4.39 0.89 3.10
H 2.79 1.27 1.22
H -4.87 -1.46 1.56
H -6.17 0.41 0.49
H -4.92 2.20 -0.72
H -2.43 2.05 -0.83
```

Values from the calculation:
⟨S²⟩	8.7570
charge	+1
HOMO level (alpha / beta)	-11.44 / -11.56	eV
E_LUMO (alpha / beta)	-2.72 / -4.55	eV
relative energy (zero: lowest compared OMol25 entry of this formula, charge and spin)	0.0	kcal per mole
spin multiplicity	6
gap between HOMO and LUMO (alpha / beta)	0.3205 / 0.2574	Eh

---

The following is a DFT calculation (ωB97M-V/def2-TZVPD) of a cluster of 8 separate species, C39H54F21N2O18P2 in total in a non-equilibrium geometry.

The geometry in XYZ format:
```
136
Properties=species:S:1:pos:R:3
C -4.86 -3.49 1.50
C -4.22 -2.23 0.98
C -4.53 -1.89 -0.62
C -3.28 -1.18 -1.40
C -3.33 0.29 -2.06
N -2.21 0.91 -2.76
N -0.98 0.45 -3.06
C -0.83 -0.89 -2.50
C 0.67 -1.57 -2.82
C 1.71 -1.47 -1.55
C 3.21 -2.03 -2.03
C 3.16 -3.61 -2.49
O 4.04 -3.83 -3.67
C -1.81 -1.81 -1.66
P -1.32 -3.54 -0.99
P -0.62 -3.26 1.10
O 0.80 -3.97 1.19
O -0.34 -1.52 1.25
O -1.74 -3.89 2.28
H -5.13 -3.67 2.62
H -5.14 -4.33 0.70
H -3.57 -1.55 1.69
H -5.56 -1.32 -0.76
H -4.70 -2.95 -1.13
H -4.35 0.89 -1.95
H -2.37 1.90 -3.11
H 0.47 -2.65 -3.21
H 1.20 -0.99 -3.72
H 1.39 -2.15 -0.66
H 1.90 -0.38 -1.15
H 3.68 -1.35 -2.85
H 3.93 -1.97 -1.09
H 3.59 -4.25 -1.59
H 2.09 -4.03 -2.71
H 3.50 -4.12 -4.47
H -0.22 -4.12 -1.76
H 0.48 -1.48 1.85
H -1.94 -3.10 2.89
C 1.76 3.22 5.49
C 1.53 2.09 4.50
O 0.42 1.29 4.90
C -0.83 1.80 4.63
O -1.01 2.88 4.08
C -1.92 0.83 5.06
F -1.72 0.34 6.32
F -1.99 -0.26 4.24
F -3.16 1.39 5.06
H 1.88 2.83 6.50
H 2.66 3.79 5.23
H 0.91 3.91 5.51
H 2.41 1.44 4.49
H 1.40 2.47 3.48
C 1.14 2.48 -4.01
C 0.69 3.65 -4.86
O 1.13 4.89 -4.28
C 2.44 5.22 -4.49
O 3.23 4.52 -5.12
C 2.77 6.57 -3.86
F 2.30 6.69 -2.59
F 2.21 7.61 -4.56
F 4.10 6.83 -3.80
H 0.80 2.59 -2.98
H 0.74 1.54 -4.41
H 2.23 2.40 -3.98
H -0.41 3.68 -4.88
H 1.03 3.56 -5.90
C 0.81 9.91 -4.28
C -0.22 10.29 -3.23
O -1.12 11.29 -3.75
C -2.10 10.83 -4.58
O -2.24 9.65 -4.89
C -3.01 11.97 -5.02
F -2.31 13.07 -5.45
F -3.82 12.41 -4.01
F -3.84 11.63 -6.05
H 1.34 10.79 -4.65
H 1.54 9.20 -3.87
H 0.34 9.44 -5.15
H 0.29 10.74 -2.37
H -0.77 9.42 -2.86
C -0.91 0.12 9.37
C -1.20 1.04 10.55
O 0.01 1.49 11.16
C 0.68 2.49 10.52
O 0.30 3.01 9.47
C 1.93 2.90 11.30
F 2.68 1.83 11.69
F 1.63 3.59 12.43
F 2.78 3.70 10.58
H -0.28 -0.71 9.69
H -1.84 -0.27 8.95
H -0.37 0.65 8.58
H -1.76 0.49 11.31
H -1.82 1.90 10.25
C 7.67 1.88 -8.60
C 7.22 0.78 -7.66
O 5.93 1.07 -7.10
C 4.85 0.85 -7.91
O 4.94 0.42 -9.06
C 3.55 1.17 -7.19
F 3.59 2.37 -6.54
F 3.25 0.23 -6.24
F 2.47 1.22 -8.02
H 7.66 2.85 -8.08
H 8.68 1.69 -8.96
H 7.00 1.97 -9.46
H 7.92 0.70 -6.82
H 7.21 -0.20 -8.15
C 1.97 -6.88 1.62
C 3.17 -6.15 1.06
O 4.39 -6.83 1.39
C 4.68 -7.94 0.64
O 3.97 -8.36 -0.27
C 6.01 -8.55 1.07
F 6.12 -8.68 2.42
F 7.07 -7.78 0.67
F 6.23 -9.79 0.55
H 2.08 -7.02 2.70
H 1.05 -6.32 1.43
H 1.86 -7.87 1.18
H 3.23 -5.15 1.50
H 3.09 -6.01 -0.03
C -9.49 -6.81 4.68
C -9.97 -7.43 3.38
O -9.37 -6.78 2.25
C -8.07 -7.12 1.97
O -7.43 -7.94 2.62
C -7.58 -6.39 0.72
F -7.86 -5.05 0.76
F -8.14 -6.87 -0.42
F -6.23 -6.48 0.55
H -9.68 -5.73 4.68
H -10.00 -7.26 5.53
H -8.41 -6.94 4.81
H -11.05 -7.30 3.28
H -9.77 -8.51 3.35
```

Values from the calculation:
charge	+1
HOMO level	-12.29	eV
E_LUMO	-5.47	eV
gap between HOMO and LUMO	0.2506	Eh

---

The following is a DFT calculation (ωB97M-V/def2-TZVPD) of a cluster of 6 separate species, C39H55BrF16N3O10 in total in a non-equilibrium geometry.

The geometry in XYZ format:
```
124
Properties=species:S:1:pos:R:3
F 1.61 -4.27 4.09
C 0.15 -4.01 4.20
C -0.69 -2.95 5.15
N -2.21 -3.01 4.87
C -2.36 -4.08 3.78
C -3.80 -4.56 3.06
C -3.54 -4.40 1.44
C -4.85 -3.90 0.59
C -5.14 -2.29 0.62
C -4.28 -1.46 1.75
C -4.54 0.16 1.42
C -3.15 1.03 1.32
C -2.20 0.87 2.66
C -1.02 2.01 2.75
C -0.01 1.92 1.42
C 1.47 1.36 1.86
C 1.45 -0.18 2.43
N 1.27 -1.25 1.38
C 0.01 -1.66 0.61
C 0.33 -2.92 -0.40
C 1.93 -3.21 -0.17
C 2.47 -2.13 0.98
N -0.99 -4.64 3.43
Br -0.45 -5.97 2.22
H -0.09 -2.27 5.90
H -2.93 -2.41 5.33
H -4.64 -3.84 3.48
H -4.03 -5.65 3.41
H -3.23 -5.48 1.06
H -2.61 -3.71 1.24
H -4.62 -4.17 -0.56
H -5.79 -4.57 0.87
H -6.29 -2.15 0.90
H -4.94 -1.82 -0.43
H -4.77 -1.63 2.82
H -3.13 -1.66 1.75
H -5.22 0.66 2.24
H -5.10 0.27 0.38
H -3.35 2.17 1.15
H -2.54 0.62 0.39
H -2.87 0.84 3.62
H -1.66 -0.18 2.56
H -0.43 1.83 3.74
H -1.56 3.07 2.81
H 0.10 3.04 1.03
H -0.45 1.25 0.56
H 2.23 1.43 0.95
H 1.87 2.07 2.73
H 2.49 -0.38 2.97
H 0.58 -0.31 3.23
H -1.07 -1.18 0.69
H -0.38 -3.50 -1.14
H 2.53 -4.05 -0.72
H 3.57 -2.07 1.40
C 4.42 4.33 -3.47
C 4.93 3.62 -2.23
O 4.66 4.39 -1.05
C 3.38 4.29 -0.55
O 2.50 3.61 -1.06
C 3.24 5.12 0.72
F 3.79 6.37 0.61
F 3.86 4.53 1.79
F 1.95 5.31 1.10
H 4.83 5.34 -3.52
H 4.70 3.78 -4.37
H 3.33 4.43 -3.44
H 6.02 3.51 -2.29
H 4.52 2.61 -2.14
C 3.69 4.72 -10.36
C 4.75 3.81 -9.77
O 5.60 4.55 -8.88
C 5.11 4.77 -7.62
O 4.01 4.38 -7.24
C 6.14 5.51 -6.77
F 6.70 6.57 -7.43
F 7.18 4.71 -6.39
F 5.61 6.02 -5.62
H 4.15 5.59 -10.85
H 3.08 4.18 -11.10
H 3.02 5.11 -9.59
H 5.38 3.43 -10.57
H 4.31 2.95 -9.26
C -11.38 -6.84 1.84
C -11.07 -5.83 0.76
O -10.48 -4.65 1.31
C -9.13 -4.72 1.59
O -8.45 -5.72 1.39
C -8.62 -3.39 2.13
F -9.44 -2.86 3.09
F -8.52 -2.44 1.15
F -7.38 -3.48 2.69
H -11.99 -6.39 2.63
H -11.90 -7.71 1.43
H -10.46 -7.19 2.32
H -12.01 -5.52 0.28
H -10.44 -6.25 -0.03
C 10.45 4.47 -6.71
C 9.98 5.36 -7.85
O 11.09 5.80 -8.64
C 11.56 4.91 -9.57
O 11.10 3.79 -9.73
C 12.71 5.53 -10.37
F 13.62 6.16 -9.58
F 12.27 6.45 -11.26
F 13.41 4.61 -11.09
H 11.21 4.98 -6.12
H 9.61 4.19 -6.06
H 10.91 3.55 -7.10
H 9.51 6.26 -7.43
H 9.23 4.86 -8.47
C -2.15 -2.25 8.48
C -3.64 -1.97 8.51
O -4.36 -3.11 9.00
C -4.39 -3.27 10.37
O -3.83 -2.50 11.15
C -5.22 -4.49 10.75
F -4.94 -5.58 10.00
F -6.56 -4.26 10.61
F -5.04 -4.87 12.05
H -1.94 -3.16 7.91
H -1.61 -1.41 8.04
H -1.76 -2.42 9.49
H -4.00 -1.79 7.49
H -3.88 -1.08 9.10
```

Values from the calculation:
charge	+1
HOMO level	-10.03	eV
E_LUMO	-4.11	eV
gap between HOMO and LUMO	0.2175	Eh

---

The following is a DFT calculation (ωB97M-V/def2-TZVPD) of a structure of composition C39H56B3F13O17S in a non-equilibrium geometry.

The geometry in XYZ format:
```
129
Properties=species:S:1:pos:R:3
C -3.13 5.09 1.62
C -2.18 4.86 0.70
C -2.19 3.66 -0.17
O -1.75 2.58 0.11
O -2.73 3.91 -1.39
C -1.72 4.22 -2.38
C -1.84 3.30 -3.56
C -1.51 1.84 -3.18
C -2.74 0.93 -3.28
C -2.39 -0.53 -2.92
C -2.38 -1.51 -4.11
B -1.15 -2.47 -4.09
O -1.26 -3.79 -4.55
B -0.37 -4.69 -3.98
O 0.92 -4.23 -3.73
B 0.81 -3.05 -3.01
C 1.38 -2.89 -1.56
C 2.42 -1.76 -1.47
C 3.09 -1.66 -0.11
F 4.37 -2.15 -0.19
F 2.47 -2.42 0.83
C 3.24 -0.20 0.42
F 4.35 -0.06 1.17
F 3.40 0.61 -0.66
C 1.99 0.35 1.19
F 1.94 1.68 1.00
F 0.90 -0.21 0.63
C 2.07 0.11 2.74
F 2.62 -1.07 3.01
F 2.88 1.06 3.22
S 0.40 0.22 3.67
F -0.15 1.23 2.59
F 0.90 1.45 4.55
F 0.94 -0.76 4.80
F -0.11 -1.02 2.84
F -0.99 0.28 4.41
O 0.08 -2.04 -3.61
H -3.79 4.31 1.96
H -3.23 6.08 2.03
H -1.35 5.55 0.57
H -0.72 4.11 -1.93
H -1.83 5.26 -2.69
H -2.85 3.34 -3.97
H -1.16 3.66 -4.34
H -0.72 1.43 -3.81
H -1.18 1.81 -2.14
H -3.50 1.29 -2.58
H -3.14 1.00 -4.29
H -1.42 -0.52 -2.43
H -3.14 -0.86 -2.21
H -3.27 -2.13 -4.08
H -2.36 -0.99 -5.07
H -0.70 -5.76 -3.60
H 1.77 -3.85 -1.21
H 0.54 -2.59 -0.93
H 1.93 -0.84 -1.74
H 3.22 -1.93 -2.20
O 9.85 -0.08 1.30
C 9.11 0.76 1.71
O 9.50 2.05 1.88
C 8.45 2.81 2.49
C 7.17 2.05 2.19
C 7.67 0.60 2.16
H 8.66 2.88 3.57
H 8.46 3.82 2.07
H 6.38 2.23 2.92
H 6.80 2.33 1.21
H 7.67 0.14 3.15
H 7.12 -0.02 1.47
O -4.59 0.53 -0.51
C -4.70 0.42 0.67
O -5.82 -0.08 1.25
C -5.73 0.00 2.69
C -4.24 0.09 2.98
C -3.72 0.83 1.75
H -6.27 0.89 3.02
H -6.20 -0.88 3.12
H -4.02 0.58 3.92
H -3.81 -0.91 3.01
H -3.77 1.91 1.87
H -2.71 0.54 1.48
O -3.79 0.91 -8.36
C -3.56 -0.26 -8.40
O -3.27 -0.98 -7.30
C -2.93 -2.34 -7.65
C -3.56 -2.56 -9.02
C -3.49 -1.16 -9.63
H -1.85 -2.42 -7.66
H -3.32 -3.01 -6.90
H -3.05 -3.33 -9.60
H -4.61 -2.86 -8.91
H -2.54 -0.97 -10.13
H -4.32 -0.94 -10.30
O -5.27 0.34 5.78
C -4.46 0.07 6.62
O -3.32 0.79 6.77
C -2.47 0.17 7.76
C -3.40 -0.67 8.62
C -4.47 -1.08 7.61
H -1.73 -0.44 7.23
H -1.95 0.95 8.32
H -2.89 -1.50 9.10
H -3.84 -0.05 9.40
H -4.20 -1.99 7.07
H -5.46 -1.19 8.04
O 0.25 0.97 9.59
C 1.08 0.61 8.81
O 2.24 1.27 8.61
C 2.99 0.66 7.54
C 2.46 -0.77 7.45
C 1.01 -0.58 7.88
H 2.80 1.23 6.63
H 4.05 0.72 7.78
H 2.59 -1.21 6.47
H 2.99 -1.40 8.17
H 0.37 -0.34 7.04
H 0.62 -1.45 8.41
O 0.32 -2.16 -7.49
C 1.46 -1.93 -7.21
O 2.48 -2.68 -7.66
C 3.72 -2.24 -7.08
C 3.47 -0.79 -6.67
C 1.98 -0.82 -6.32
H 3.95 -2.88 -6.23
H 4.51 -2.34 -7.82
H 4.11 -0.46 -5.86
H 3.63 -0.13 -7.52
H 1.80 -1.11 -5.28
H 1.47 0.11 -6.53
```

Values from the calculation:
charge	0
HOMO level	-9.78	eV
E_LUMO	-0.03	eV
gap between HOMO and LUMO	0.3581	Eh